# 1
Density functional theory data (the ωB97M-V functional and the def2-TZVPD basis) for a 2-piece molecular cluster, C5H11ClSi overall in a non-equilibrium geometry.

Properties
energy relative to the best compared isomer or geometry (same formula, charge and spin) = 3.531 eV
frontier orbital gap (spin up / spin down) = 9.018 / 9.013 eV
E = -25760.540 eV

The geometry in ORCA input format:
```
! wB97M-V def2-TZVPD RIJCOSX def2/J DEFGRID3
* xyz 0 1
C 1.533 1.818 -0.725
C 1.209 1.858 0.795
C 0.796 0.654 -0.082
C -1.269 -0.963 1.575
C -1.562 -1.108 -1.514
Si -0.940 -0.023 -0.064
Cl -2.197 1.521 0.049
H 0.912 2.468 -1.467
H 2.478 1.630 -1.070
H 2.009 1.611 1.430
H 0.367 2.477 1.170
H 2.092 -0.730 0.613
H -0.338 -1.481 1.878
H -1.559 -0.177 2.242
H -1.907 -1.806 1.461
H -0.988 -0.838 -2.415
H -1.350 -2.180 -1.465
H -2.581 -0.792 -1.488
*
```

---

# 2
Density functional theory data (the ωB97M-V functional and the def2-TZVPD basis) for C3H6N4O2 as an isolated structure in a non-equilibrium geometry.

Properties
energy relative to the best compared isomer or geometry (same formula, charge and spin) = 6.297 eV
frontier orbital gap = 8.471 eV
E = -13257.972 eV

The geometry in ORCA input format:
```
! wB97M-V def2-TZVPD RIJCOSX def2/J DEFGRID3
* xyz 0 1
C -0.604 -1.144 -1.071
C -0.041 -0.927 0.337
C 0.609 0.339 0.868
H 1.002 0.330 -1.429
H 0.488 -0.758 -3.014
H -1.836 -2.420 -0.500
H 1.105 -0.245 2.671
H -0.644 1.432 -0.409
H -0.267 2.701 1.814
N 0.279 -0.363 -2.056
N -1.385 -2.110 -1.349
N 0.985 0.669 2.075
N 0.250 1.532 0.110
O -0.255 -1.725 1.296
O 0.316 2.690 0.656
*
```

---

# 3
Density functional theory data (the ωB97M-V functional and the def2-TZVPD basis) for a 2-piece molecular cluster, C4H9NO2 overall in a non-equilibrium geometry.

Properties
energy relative to the best compared isomer or geometry (same formula, charge and spin) = 3.667 eV
frontier orbital gap = 8.445 eV
E = -9876.394 eV

The geometry in ORCA input format:
```
! wB97M-V def2-TZVPD RIJCOSX def2/J DEFGRID3
* xyz 0 1
C 1.183 -1.602 -0.062
C 0.207 -0.524 0.401
C 0.966 1.494 0.412
O 0.151 2.369 1.003
N -0.974 -0.611 -0.482
C -1.948 0.302 -0.628
O -1.990 1.419 -0.118
H 0.733 -2.614 -0.096
H 2.031 -1.660 0.622
H 1.581 -1.415 -1.072
H -0.098 -0.624 1.433
H 1.975 1.601 0.825
H 0.764 1.002 -0.500
H -0.738 2.242 0.597
H -1.134 -1.479 -0.992
H -2.771 -0.031 -1.285
*
```

---

# 4
Density functional theory data (the ωB97M-V functional and the def2-TZVPD basis) for a 2-piece molecular cluster, C29H39B2Br2F2IN3O11P2S2 overall in a non-equilibrium geometry.

Properties
frontier orbital gap = 7.530 eV
E = -252930.299 eV

The geometry in ORCA input format:
```
! wB97M-V def2-TZVPD RIJCOSX def2/J DEFGRID3
* xyz -1 1
C 7.902 -1.975 1.530
C 6.634 -2.127 0.673
O 6.190 -3.471 0.641
C 5.709 -3.903 -0.619
C 4.409 -4.705 -0.499
O 3.235 -3.919 -0.429
C 2.709 -3.737 -1.740
C 1.632 -2.660 -1.754
C 2.017 -1.380 -1.417
S 3.693 -0.965 -0.986
C 1.071 -0.373 -1.411
C -0.243 -0.605 -1.762
C -0.581 -1.904 -2.088
Br -2.413 -2.219 -2.518
C 0.319 -2.952 -2.093
P -0.008 -4.739 -2.457
N -0.315 -5.332 -0.858
O -1.426 -4.998 -3.243
N -1.230 0.425 -1.787
C -1.349 1.114 -3.073
N -0.156 1.803 -3.547
C -0.378 3.217 -3.829
C -1.165 1.315 -0.655
C 0.016 1.801 -0.136
C 0.066 2.673 0.932
C 1.430 3.150 1.374
I 1.925 2.825 3.438
C 1.830 4.579 0.846
C 0.758 5.242 -0.034
C -1.160 3.068 1.473
P -1.428 4.269 2.873
C -1.420 3.181 4.399
O -0.164 5.354 2.946
C -2.357 2.589 0.968
C -3.685 3.035 1.566
C -4.082 4.467 1.156
O -4.698 5.218 1.862
Br -3.558 5.149 -0.631
C -2.375 1.717 -0.105
B -3.731 1.158 -0.744
O -4.633 2.103 -1.251
O -3.946 -0.169 -0.730
C -5.268 -0.610 -1.072
C -6.151 -0.561 0.182
S 1.519 1.273 -0.938
H 7.958 -0.963 1.943
H 7.963 -2.726 2.320
H 8.800 -2.088 0.908
H 5.856 -1.539 1.178
H 6.854 -1.700 -0.311
H 6.450 -4.622 -1.016
H 5.621 -3.114 -1.370
H 4.400 -5.386 -1.365
H 4.524 -5.344 0.384
H 3.512 -3.376 -2.405
H 2.355 -4.693 -2.137
H 4.132 -0.271 -2.063
H 0.087 -6.270 -0.864
H 0.316 -4.805 -0.246
H -2.136 -5.058 -2.581
H -2.162 1.847 -3.015
H -1.629 0.377 -3.838
H 0.291 1.321 -4.312
H -1.092 3.315 -4.668
H -0.842 3.701 -2.962
H 0.540 3.760 -4.063
H 2.133 2.493 0.861
H 2.717 4.486 0.207
H 2.120 5.210 1.686
H -0.199 5.371 0.470
H 0.638 4.725 -0.991
H 1.116 6.252 -0.276
H -0.586 3.442 5.056
H -1.239 2.140 4.110
H -2.373 3.259 4.925
H -0.009 5.589 3.870
H -4.496 2.339 1.332
H -3.646 3.089 2.655
H -5.381 2.238 -0.661
H -5.172 -1.664 -1.352
H -5.694 -0.090 -1.933
H -6.965 -1.283 0.045
H -6.594 0.429 0.335
H -5.570 -0.889 1.046
B -2.031 -2.972 3.935
O -3.172 -2.994 2.972
C -2.685 -3.013 1.747
O -3.339 -3.032 0.736
C -1.163 -3.005 1.825
O -0.414 -3.016 0.880
O -0.800 -2.981 3.088
F -2.065 -4.101 4.750
F -2.076 -1.814 4.710
*
```

---

# 5
Density functional theory data (the ωB97M-V functional and the def2-TZVPD basis) for C45H30Cl3N12O2SeZr as an isolated structure in a non-equilibrium geometry.

Properties
energy relative to the best compared isomer or geometry (same formula, charge and spin) = 1.710 eV
frontier orbital gap = 6.924 eV
E = -173322.056 eV

The geometry in ORCA input format:
```
! wB97M-V def2-TZVPD RIJCOSX def2/J DEFGRID3
* xyz 1 1
Zr -0.523 0.005 1.608
C 0.673 -4.058 3.399
C 0.200 -3.167 2.432
N -0.447 -2.051 2.723
C -0.732 -1.794 4.028
C -0.268 -2.627 5.079
C 0.471 -3.770 4.722
C -0.586 -2.294 6.408
C -1.435 -1.247 6.649
C -1.971 -0.471 5.617
C -1.597 -0.672 4.292
N -1.967 -0.010 3.146
C -2.929 0.955 2.996
C -3.536 1.756 3.959
C -4.628 2.569 3.651
C -5.150 2.628 2.385
C -4.508 1.934 1.344
C -4.932 2.010 0.003
C -4.229 1.346 -0.965
C -3.092 0.623 -0.588
N -2.670 0.500 0.657
C -3.371 1.128 1.633
H 1.190 -4.953 3.095
H 0.373 -3.365 1.383
H 0.827 -4.424 5.503
H -0.189 -2.888 7.214
H -1.715 -1.005 7.663
H -2.698 0.273 5.892
H -3.181 1.772 4.974
H -5.083 3.140 4.445
H -6.035 3.206 2.170
H -5.802 2.602 -0.238
H -4.536 1.372 -1.999
H -2.512 0.119 -1.353
C 3.538 2.778 -1.618
N 2.301 2.135 -1.269
C 2.145 1.051 -0.511
N 0.858 0.726 -0.434
C 0.270 1.677 -1.210
N 1.114 2.531 -1.723
C 4.385 1.941 -2.552
C 5.738 2.229 -2.703
C 6.515 1.493 -3.584
C 5.966 0.456 -4.317
C 4.617 0.153 -4.155
C 3.833 0.903 -3.279
C 3.995 -0.959 -4.836
N 4.486 -1.783 -5.715
N 3.535 -2.680 -5.999
C 2.490 -2.376 -5.288
O 2.717 -1.281 -4.525
C 1.214 -3.046 -5.180
C 0.971 -4.254 -5.828
C -0.253 -4.875 -5.657
C -1.218 -4.324 -4.826
C -0.983 -3.115 -4.180
C -2.050 -2.488 -3.317
N -1.721 -2.359 -1.908
C -0.702 -1.754 -1.284
N -0.955 -1.668 0.016
C -2.167 -2.277 0.139
N -2.642 -2.694 -1.002
C 0.228 -2.471 -4.379
H 4.102 2.986 -0.703
H 3.282 3.727 -2.099
H 2.979 0.531 -0.083
H -0.785 1.736 -1.383
H 6.178 3.031 -2.128
H 7.561 1.729 -3.694
H 6.556 -0.130 -5.003
H 2.786 0.655 -3.175
H 1.742 -4.683 -6.448
H -0.458 -5.805 -6.163
H -2.163 -4.829 -4.689
H -2.963 -3.084 -3.340
H -2.293 -1.487 -3.698
H 0.218 -1.448 -1.741
H -2.687 -2.412 1.072
H 0.423 -1.508 -3.931
Cl 0.504 7.074 3.880
C 0.115 5.562 3.162
C 0.329 4.392 3.880
C 0.049 3.186 3.270
Cl 0.222 1.660 4.057
C -0.429 3.087 1.952
O -0.589 1.920 1.377
C -0.715 4.303 1.303
Cl -1.471 4.229 -0.240
C -0.430 5.523 1.884
H 0.708 4.431 4.888
H -0.632 6.435 1.345
Se 2.009 -0.227 2.452
C 2.092 -1.355 1.060
N 2.123 -2.045 0.135
*
```

---

# 6
Density functional theory data (the ωB97M-V functional and the def2-TZVPD basis) for C6H10O as an isolated structure.

Properties
energy relative to the best compared isomer or geometry (same formula, charge and spin) = 4.332 eV
frontier orbital gap = 7.700 eV
E = -8426.908 eV

The geometry in ORCA input format:
```
! wB97M-V def2-TZVPD RIJCOSX def2/J DEFGRID3
* xyz 0 1
C 2.244 0.125 0.080
C 0.774 -0.132 0.001
C 0.099 -1.238 0.389
C -1.236 -1.265 -0.162
C -1.531 0.167 -0.582
C -0.156 0.875 -0.637
O -0.074 2.154 -0.032
H 2.429 1.163 0.377
H 2.710 -0.013 -0.904
H 2.739 -0.549 0.786
H 0.550 -2.085 0.901
H -2.252 -1.502 1.507
H -2.169 -1.820 0.731
H -2.052 0.194 -1.545
H -2.185 0.667 0.141
H 0.124 1.052 -1.682
H -0.283 2.042 0.905
*
```

---

# 7
Density functional theory data (the ωB97M-V functional and the def2-TZVPD basis) for C49H41BrClN5O3SSrTe as an isolated structure in a non-equilibrium geometry.

Properties
expectation value of S² = 0.761
energy relative to the best compared isomer or geometry (same formula, charge and spin) = 6.726 eV
frontier orbital gap (spin up / spin down) = 5.393 / 6.309 eV
E = -166600.825 eV

The geometry in ORCA input format:
```
! wB97M-V def2-TZVPD RIJCOSX def2/J DEFGRID3
* xyz -1 2
Sr -0.818 0.386 0.684
Cl -5.749 -3.643 -4.295
C -4.337 -2.995 -3.466
C -3.133 -3.781 -3.446
C -2.023 -3.325 -2.842
C -1.958 -2.008 -2.181
O -0.894 -1.585 -1.726
C -3.228 -1.279 -2.181
C -3.364 -0.074 -1.483
O -2.475 0.431 -0.768
C -4.382 -1.803 -2.849
H -3.139 -4.750 -3.933
H -1.118 -3.922 -2.808
H -4.336 0.446 -1.542
H -5.300 -1.224 -2.834
C 3.119 1.100 3.574
C 2.295 1.117 2.436
N 2.141 0.092 1.636
C 2.856 -1.025 1.882
C 3.704 -1.140 2.986
C 3.812 -0.043 3.851
C 4.438 -2.366 3.213
C 4.291 -3.415 2.395
C 3.426 -3.333 1.236
C 3.240 -4.412 0.363
C 2.456 -4.249 -0.745
C 1.909 -2.983 -0.995
N 2.049 -1.967 -0.180
C 2.761 -2.143 0.948
H 3.184 1.971 4.213
H 1.719 2.008 2.196
H 4.446 -0.115 4.729
H 5.105 -2.416 4.067
H 4.829 -4.339 2.576
H 3.710 -5.364 0.584
H 2.270 -5.069 -1.427
H 1.327 -2.783 -1.890
C -2.278 2.704 -6.093
C -1.209 2.162 -5.183
C -0.018 1.628 -5.664
C 0.903 1.097 -4.794
C 0.614 1.157 -3.424
Br 1.769 0.367 -2.210
N -0.463 1.721 -2.940
C -1.371 2.173 -3.801
H -1.846 3.083 -7.021
H -2.827 3.515 -5.616
H -2.997 1.924 -6.356
H 0.180 1.618 -6.732
H 1.819 0.637 -5.137
H -2.283 2.569 -3.365
S -0.502 -4.764 2.001
C -0.512 -3.116 1.559
N -0.472 -2.002 1.236
C -5.225 8.455 -0.050
C -4.302 7.292 0.231
C -4.533 6.436 1.287
C -3.746 5.307 1.522
C -4.138 4.413 2.671
C -2.615 5.051 0.698
Te -2.017 2.900 0.115
N -0.663 2.331 1.590
C -0.825 1.782 2.826
O -0.613 0.529 3.042
C -1.159 2.747 3.938
C -1.889 2.310 5.045
C -2.313 3.218 6.011
C -1.979 4.559 5.896
C -1.240 4.998 4.804
C -0.845 4.101 3.820
C -4.178 2.345 0.368
C -5.205 2.951 -0.360
C -6.496 2.421 -0.298
C -6.743 1.296 0.467
C -5.715 0.671 1.170
C -4.424 1.185 1.136
C -3.222 0.596 1.873
C -2.369 5.961 -0.387
C -1.207 5.776 -1.345
C -3.211 7.045 -0.592
H -5.882 8.648 0.797
H -5.851 8.249 -0.921
H -4.660 9.364 -0.261
H -5.383 6.616 1.940
H -4.023 4.943 3.620
H -3.508 3.531 2.727
H -5.174 4.083 2.578
H -2.127 1.256 5.117
H -2.910 2.876 6.847
H -2.303 5.265 6.651
H -0.991 6.048 4.708
H -0.309 4.428 2.942
H -4.996 3.823 -0.967
H -7.302 2.882 -0.857
H -7.746 0.889 0.512
H -5.916 -0.224 1.750
H -3.201 -0.503 1.959
H -3.199 1.029 2.869
H -2.404 1.061 1.321
H -0.371 5.265 -0.873
H -0.854 6.747 -1.696
H -1.494 5.193 -2.223
H -3.018 7.707 -1.432
*
```

---

# 8
Density functional theory data (the ωB97M-V functional and the def2-TZVPD basis) for C30H78AlCl2O11 as an isolated structure in a non-equilibrium geometry.

Properties
energy relative to the best compared isomer or geometry (same formula, charge and spin) = 6.354 eV
frontier orbital gap = 6.721 eV
E = -86532.548 eV

The geometry in ORCA input format:
```
! wB97M-V def2-TZVPD RIJCOSX def2/J DEFGRID3
* xyz -1 1
C 5.546 4.278 -0.105
C 6.752 3.170 -0.113
O 6.329 1.770 0.011
C 4.917 1.629 0.390
C 4.688 -0.007 0.659
C 3.394 -0.495 -0.249
C 1.956 0.187 0.265
C 0.705 -0.786 -0.124
Al -0.803 0.053 -1.207
O -2.457 0.084 -0.231
C -3.368 0.923 -1.029
C -4.824 0.911 -0.207
O -5.302 2.328 -0.225
C -6.775 2.314 -0.129
C -7.185 3.725 0.666
C -0.420 1.884 -2.035
Cl -0.073 3.243 -0.786
C 0.692 1.855 -3.277
C 0.481 0.549 -4.284
Cl 2.441 2.113 -2.727
H 4.832 4.054 -1.005
H 4.976 4.364 0.940
H 6.067 5.343 -0.245
H 7.568 3.439 0.685
H 7.296 3.259 -1.172
H 4.638 2.136 1.429
H 4.149 1.895 -0.470
H 5.623 -0.585 0.253
H 4.518 -0.188 1.826
H 3.488 -0.222 -1.384
H 3.268 -1.647 -0.080
H 2.045 0.192 1.455
H 1.863 1.301 -0.072
H 0.227 -1.164 0.903
H 1.146 -1.750 -0.634
H -1.091 -0.947 -2.441
H -3.484 0.590 -2.152
H -2.994 2.046 -0.971
H -4.572 0.603 0.895
H -5.550 0.182 -0.766
H -7.295 2.287 -1.189
H -7.123 1.364 0.475
H -8.163 3.592 1.294
H -6.258 3.974 1.344
H -7.344 4.577 -0.153
H -1.436 2.224 -2.565
H 0.412 2.803 -3.947
H 1.191 0.726 -5.227
H 0.766 -0.448 -3.741
H -0.646 0.555 -4.675
C 4.321 -5.313 0.759
C 2.978 -5.224 0.063
O 2.833 -3.951 -0.549
H 4.414 -4.529 1.517
H 4.447 -6.287 1.240
H 5.137 -5.164 0.045
H 2.165 -5.351 0.784
H 2.882 -5.996 -0.706
H 3.555 -3.851 -1.193
C -7.578 -3.151 1.890
C -6.616 -1.985 1.799
O -6.736 -1.355 0.531
H -7.376 -3.880 1.098
H -7.495 -3.651 2.859
H -8.611 -2.813 1.755
H -5.584 -2.330 1.912
H -6.821 -1.246 2.579
H -7.654 -1.045 0.444
C -12.037 -2.283 4.378
C -10.837 -2.940 3.727
O -9.886 -1.953 3.355
H -12.502 -1.566 3.693
H -12.782 -3.030 4.666
H -11.736 -1.723 5.269
H -11.139 -3.480 2.825
H -10.359 -3.649 4.410
H -9.619 -1.484 4.165
C -0.684 6.023 -3.689
C 0.746 6.237 -4.139
O 1.608 6.280 -3.011
H -1.001 6.827 -3.017
H -1.362 5.992 -4.546
H -0.779 5.085 -3.131
H 0.840 7.185 -4.677
H 1.074 5.430 -4.801
H 1.523 5.431 -2.545
C 8.984 -5.577 0.615
C 7.841 -4.674 1.030
O 7.119 -5.267 2.100
H 8.607 -6.557 0.304
H 9.548 -5.137 -0.213
H 9.666 -5.750 1.454
H 7.150 -4.523 0.195
H 8.211 -3.697 1.354
H 7.739 -5.389 2.839
C -0.705 5.669 -7.957
C -0.366 4.283 -7.450
O -1.436 3.391 -7.724
H -1.620 6.039 -7.483
H 0.109 6.370 -7.749
H -0.889 5.653 -9.036
H -0.203 4.299 -6.368
H 0.541 3.901 -7.929
H -1.567 3.377 -8.688
C 12.602 -6.722 4.671
C 11.260 -6.633 3.976
O 11.114 -5.360 3.364
H 12.696 -5.938 5.430
H 12.728 -7.696 5.152
H 13.419 -6.573 3.957
H 10.446 -6.760 4.696
H 11.164 -7.405 3.207
H 11.836 -5.260 2.720
C -6.016 2.085 3.972
C -7.159 2.988 4.388
O -7.881 2.396 5.458
H -6.393 1.105 3.662
H -5.452 2.525 3.145
H -5.334 1.913 4.811
H -7.850 3.140 3.553
H -6.789 3.966 4.712
H -7.261 2.273 6.197
*
```

---

# 9
Density functional theory data (the ωB97M-V functional and the def2-TZVPD basis) for C4H8O2 in the gas phase in a non-equilibrium geometry.

Properties
energy relative to the best compared isomer or geometry (same formula, charge and spin) = 3.038 eV
frontier orbital gap = 11.080 eV
SMILES = C[C@@H](O)[C@@H]1CO1
E = -8370.243 eV

The geometry in ORCA input format:
```
! wB97M-V def2-TZVPD RIJCOSX def2/J DEFGRID3
* xyz 0 1
C -0.827 1.556 0.526
C 0.246 0.618 -0.113
O 1.552 0.965 0.348
C -0.021 -0.827 0.297
C 0.300 -1.805 -0.655
O -1.030 -1.350 -0.538
H -1.755 0.989 0.691
H -0.510 2.090 1.422
H -1.199 2.268 -0.323
H 0.059 0.603 -1.253
H 2.142 0.257 0.313
H 0.061 -0.856 1.429
H 0.393 -2.843 -0.429
H 0.590 -1.666 -1.716
*
```